Entry 1:
51
Properties=species:S:1:pos:R:3:forces:R:3:mulliken_charge:R:1 method="wB97M-V/def2-TZVPD" e_lumo_ev=2.60 charge=-1 gap_ev=9.678 total_energy_ev=-33814.45119
C 0.9681 -0.2115 0.6990 0.4 0.7 -1.5 1.749
C 0.8145 0.9619 -0.2888 0.2 1.2 0.4 1.122
C 1.1306 0.5160 -1.7091 0.1 -0.5 -1.5 -0.519
O 0.4825 1.2457 -2.7723 -0.2 0.1 0.3 -0.699
C 1.2083 0.2719 2.0733 -0.1 -2.9 2.9 0.172
N 0.1939 0.2483 2.9789 1.0 0.6 0.8 -0.119
C -1.2043 0.0363 2.7586 -1.5 1.7 2.3 -0.755
O 2.3545 0.2766 2.5761 -0.3 1.1 -1.2 -0.849
H 0.1561 -0.9298 0.4983 0.2 0.2 0.7 0.601
H 1.9384 -0.6932 0.5320 -0.5 0.0 -0.5 -1.857
H -0.1995 1.4486 -0.2243 0.9 -0.6 0.0 -0.245
H 1.5546 1.7604 0.0256 -0.9 -0.7 -0.4 -0.584
H 2.2249 0.6303 -1.9319 -0.9 -0.2 0.3 0.298
H 0.8741 -0.5625 -1.8760 0.4 0.6 0.6 0.233
H 0.5532 0.4755 3.9142 -0.5 -0.3 -0.6 0.297
H -1.5992 -0.9760 2.7916 0.6 -0.5 -1.3 0.237
H -1.4783 0.7369 1.9581 -0.8 -0.9 0.0 0.241
H -1.7712 0.3268 3.7340 1.0 0.5 -1.6 0.281
H 0.4276 -2.9789 -1.0495 -0.1 0.3 -0.3 0.340
H -0.7998 -2.2521 -1.8090 0.1 -0.8 0.7 0.407
O -0.5400 -2.9746 -1.1406 -0.4 0.5 -0.9 -0.685
H 3.5015 2.4291 0.0668 0.0 -0.4 -0.2 0.406
H 2.9938 3.0966 1.3329 -0.1 -0.1 0.1 0.312
O 3.6692 3.1615 0.6549 0.3 0.4 0.1 -0.623
H -2.9179 0.1950 -0.8618 -0.4 0.5 -0.4 0.434
H -4.3575 -0.3199 -0.3783 -0.3 0.6 -0.2 0.253
O -3.4216 -0.4893 -0.3862 0.3 -0.6 0.7 -0.688
H -1.7337 2.3807 -1.4647 0.6 2.1 0.5 0.324
H -0.3928 3.2746 -1.5213 -0.5 0.4 0.3 0.354
O -1.2794 3.4398 -1.1371 -0.2 -2.6 -1.3 -0.840
H -0.5944 -0.6006 -3.1093 0.0 -0.1 -0.4 0.363
H -1.8689 -0.2354 -2.3160 1.0 -1.3 -1.2 0.538
O -1.3822 -1.0499 -2.7865 -0.7 0.6 0.7 -0.920
H 5.0067 -1.2598 1.3137 0.1 -0.1 0.2 0.289
H 3.6445 -0.5243 1.4868 0.3 0.1 0.1 0.395
O 4.2521 -0.9278 0.8310 -0.5 0.1 -0.2 -0.635
H -2.7648 1.5342 -2.6841 -0.4 0.1 -0.4 0.093
H -0.5182 1.2283 -2.7028 1.0 0.1 0.5 0.384
O -2.1368 1.2047 -2.0478 0.0 0.6 0.8 -0.984
H 2.5814 -2.2394 -0.2235 0.4 0.1 0.3 0.273
H 1.9682 -3.6513 -0.0619 0.2 0.5 -0.1 0.330
O 2.2167 -2.9734 -0.7172 -0.2 -0.9 -0.1 -0.783
H -2.5623 -3.3943 -0.5064 -0.1 -0.1 0.2 0.332
H -3.4582 -2.2074 -0.3435 0.2 -0.3 0.4 0.412
O -3.3411 -3.1187 0.0020 0.1 0.0 -0.5 -0.679
H -0.8773 4.8375 -0.0171 -0.1 -0.5 1.1 0.384
H -1.3440 4.3795 1.3902 0.2 0.1 -0.5 0.275
O -0.7425 4.9962 0.9521 0.0 0.4 -0.2 -0.642
H -0.5896 -2.9999 1.7561 0.1 -0.4 -0.3 0.306
H -0.6239 -3.7432 0.4268 0.1 0.2 0.2 0.378
O -0.2159 -3.7798 1.3139 0.0 0.1 0.5 -0.703


Entry 2:
144
Properties=species:S:1:pos:R:3:forces:R:3:mulliken_charge:R:1 method="wB97M-V/def2-TZVPD" e_lumo_ev=0.56 smiles="COC(=O)OC.COC(=O)OC.COC(=O)OC.COC(=O)OC.COC(=O)OC.COC(=O)OC.COC(=O)OC.COC(=O)OC.COC(=O)OC.COC(=O)OC.COC(=O)OC.COC(=O)OC" gap_ev=11.133 total_energy_ev=-112208.34703
C -1.5979 -7.3996 -5.8622 -0.7 -0.7 0.0 -0.606
O -2.3939 -6.2322 -5.6734 -0.2 -0.2 -0.1 -0.390
C -1.9051 -5.3253 -4.8317 0.0 0.4 -0.3 0.886
O -0.9123 -5.4451 -4.1641 0.1 -0.1 0.3 -0.580
O -2.6802 -4.2534 -4.8970 -0.1 -0.4 -0.2 -0.497
C -2.2825 -3.1280 -4.1001 -0.6 -1.1 -0.8 -0.183
H -1.2634 -7.8134 -4.9129 0.5 0.4 0.0 0.286
H -0.8249 -7.1955 -6.5972 0.3 -0.1 0.3 0.241
H -2.2716 -8.1636 -6.2534 -0.1 0.2 -0.3 0.260
H -1.3882 -2.6754 -4.5262 0.1 -0.3 0.2 0.040
H -2.1762 -3.4510 -3.0682 0.3 0.2 0.0 0.379
H -3.0777 -2.3926 -4.1733 0.0 -1.4 -0.5 0.026
C -3.0139 0.2012 0.4323 0.6 -0.1 0.0 0.050
O -4.3492 -0.1532 0.7733 -0.1 0.1 -0.1 -0.445
C -5.1236 0.6760 1.4707 0.1 -0.1 -0.1 0.887
O -4.9602 1.8384 1.7147 0.3 0.1 -0.2 -0.582
O -6.1651 -0.0544 1.8625 -0.7 -0.6 -0.2 -0.274
C -7.2567 0.6490 2.4300 0.2 0.9 0.7 -0.607
H -2.9051 0.7082 -0.5269 -0.5 0.1 0.0 0.366
H -2.5134 -0.7605 0.3401 0.2 0.1 0.1 0.050
H -2.5358 0.8291 1.1851 -0.2 -0.1 0.1 -0.168
H -7.3852 1.6126 1.9383 -0.1 -0.1 -0.1 0.324
H -7.0380 0.8691 3.4768 0.0 0.0 0.0 0.120
H -8.1694 0.0644 2.4054 0.2 -0.3 -0.4 0.252
C -4.9032 -1.0922 -2.8020 0.5 0.2 0.3 -0.622
O -4.1642 0.1112 -3.0904 -0.6 0.1 -0.1 -0.424
C -2.9249 -0.0655 -3.5058 0.6 0.7 0.3 0.655
O -2.2576 -1.0592 -3.3581 0.0 2.3 1.0 -0.142
O -2.5014 1.0578 -4.0766 -0.8 0.0 -0.2 -0.423
C -1.2250 1.0210 -4.6655 1.5 -0.6 -0.1 -0.483
H -5.8583 -0.7708 -2.4024 0.0 0.0 -0.2 0.259
H -4.3739 -1.6699 -2.0453 0.0 -0.1 -0.1 0.228
H -5.0008 -1.6519 -3.7296 -0.3 -0.1 0.1 0.400
H -0.4528 1.1211 -3.8969 -0.1 0.4 -0.1 0.198
H -1.1311 1.7893 -5.4233 -0.2 0.3 0.3 0.332
H -0.9794 0.0690 -5.1517 -0.5 0.0 0.0 0.248
C -1.7267 5.3900 1.8239 0.0 -0.3 -0.3 -0.602
O -0.3132 5.3298 1.6166 0.3 0.2 0.1 -0.322
C 0.1938 4.4035 0.7977 -0.4 -0.3 0.3 0.945
O -0.4228 3.6445 0.0934 0.0 0.1 0.0 -0.625
O 1.5033 4.4278 0.9746 0.4 0.6 -0.4 -0.309
C 2.3351 3.6559 0.1091 -0.2 -1.1 0.6 -0.540
H -2.1588 4.4164 1.5984 -0.2 0.1 0.1 0.262
H -2.1738 6.1535 1.1892 0.1 0.0 -0.1 0.265
H -1.8646 5.6710 2.8642 0.0 -0.1 0.0 0.261
H 1.7860 3.2666 -0.7460 0.1 0.5 -0.2 0.401
H 2.6380 2.7679 0.6711 0.2 0.1 0.0 -0.101
H 3.2294 4.2301 -0.1059 -0.2 0.2 -0.3 0.404
C 2.0641 5.6467 3.8460 -0.2 1.1 0.5 -0.898
O 2.0461 4.2405 3.7295 -0.4 0.0 0.0 0.029
C 3.0222 3.5394 4.2873 0.2 0.1 -0.2 0.368
O 3.9572 3.9681 4.9045 0.2 0.1 0.2 -0.594
O 2.7984 2.2669 3.9867 0.3 -0.5 -0.8 0.217
C 3.8782 1.3618 4.3171 -0.9 0.6 1.2 -0.944
H 1.2497 5.9890 4.4911 -0.1 -0.3 0.0 0.255
H 1.8932 6.0861 2.8698 0.1 -0.2 -0.2 0.218
H 2.9703 6.0503 4.2962 0.2 -0.4 -0.2 0.436
H 3.6665 0.4299 3.8082 0.0 0.0 -0.1 -0.065
H 3.7456 1.2525 5.3944 0.6 -0.5 0.0 0.520
H 4.8527 1.7742 4.0806 -0.1 0.0 -0.2 0.522
C 1.1156 2.7123 8.8533 0.3 0.2 1.6 -0.820
O 1.4505 2.0004 7.6830 0.4 0.4 -0.3 -0.244
C 0.6900 0.9653 7.3494 -0.7 0.0 -0.4 0.791
O -0.3374 0.6348 7.8772 0.1 -0.2 0.2 -0.588
O 1.2317 0.4130 6.2655 0.5 0.1 0.0 -0.087
C 0.6821 -0.8104 5.7895 -0.5 -0.1 -0.3 -0.348
H 0.1881 2.3692 9.3029 -0.1 0.0 -0.2 0.351
H 1.1016 3.7957 8.7390 -0.2 -0.1 -0.8 0.252
H 1.9142 2.5649 9.5892 -0.1 -0.3 -0.1 0.283
H 1.3346 -1.6370 6.0653 -0.1 0.0 0.2 0.405
H 0.6176 -0.7535 4.7063 0.3 0.2 0.0 -0.266
H -0.3458 -0.9352 6.1191 0.1 -0.1 0.3 0.420
C -2.3972 -5.8103 0.4679 -0.9 -0.2 0.3 -0.663
O -1.4075 -4.9430 0.9829 0.8 -0.2 0.1 -0.367
C -1.8193 -3.8957 1.6958 -0.7 -0.1 -0.5 0.884
O -2.9760 -3.6189 1.8834 0.0 0.2 0.3 -0.574
O -0.7552 -3.2247 2.0862 0.9 0.1 -0.1 -0.341
C -0.9586 -2.0722 2.8812 -1.2 0.4 0.7 0.243
H -2.7865 -6.4990 1.2236 0.3 0.1 0.2 0.293
H -1.9384 -6.3994 -0.3181 0.0 0.2 -0.2 0.224
H -3.2673 -5.2378 0.1458 0.2 0.0 -0.4 0.302
H -0.2107 -1.3085 2.7059 0.3 -0.4 -0.3 -0.623
H -0.9756 -2.3524 3.9358 0.2 0.0 0.0 0.533
H -1.9301 -1.6171 2.6870 0.0 -0.1 -0.2 0.110
C -4.7495 0.2254 5.4448 -0.1 -0.5 0.5 -0.702
O -3.9997 1.1871 4.7273 -0.7 0.5 -0.2 -0.404
C -2.7443 0.9655 4.4184 0.6 -0.1 0.5 0.776
O -2.0920 -0.0074 4.7143 -0.1 0.1 -0.3 -0.417
O -2.3022 2.0420 3.7724 -0.2 0.2 0.2 -0.480
C -0.9506 2.0501 3.3583 0.8 -0.4 -0.3 1.019
H -4.4867 -0.8018 5.1962 0.1 0.1 -0.3 0.310
H -5.7898 0.4261 5.2099 0.0 -0.1 -0.1 0.188
H -4.6217 0.3343 6.5232 0.2 0.2 0.0 0.344
H -0.7975 1.2812 2.5987 -0.1 0.2 -0.1 -0.105
H -0.2032 1.8614 4.1346 -0.4 0.0 0.4 -0.092
H -0.7494 3.0414 2.9661 -0.1 0.0 -0.1 -0.344
C 1.8198 0.3654 1.4701 -1.2 0.2 0.9 -0.390
O 1.9729 0.1158 0.0935 0.8 0.5 -0.3 0.248
C 1.0192 -0.4862 -0.6063 0.2 -1.8 0.4 0.582
O 0.0430 -1.0521 -0.1781 -0.1 0.9 0.2 -0.500
O 1.4593 -0.5862 -1.8559 0.1 0.4 -0.2 -0.235
C 0.6746 -1.4163 -2.7067 -0.5 -0.2 -0.7 -0.852
H 2.6851 0.8597 1.9003 0.3 0.0 -0.6 -0.959
H 1.6387 -0.5254 2.0737 0.0 -0.3 -0.4 0.559
H 0.9710 1.0373 1.6035 0.0 0.0 0.1 0.152
H 1.2493 -1.6121 -3.6094 0.3 0.1 0.1 0.203
H -0.2518 -0.9311 -3.0148 0.2 -0.1 0.4 0.063
H 0.4286 -2.3676 -2.2408 0.0 0.1 0.3 0.573
C 6.3091 -0.7639 2.8133 -0.7 0.4 -0.1 -0.551
O 5.9316 -0.7513 1.4364 0.0 -0.7 -0.1 -0.401
C 5.5554 0.3889 0.8806 -0.1 0.2 -0.1 0.995
O 5.4679 1.4629 1.4213 -0.1 -0.1 0.2 -0.589
O 5.3026 0.1322 -0.3994 -0.3 -0.1 0.1 -0.376
C 4.6880 1.1503 -1.1700 -0.1 1.0 -0.9 -0.309
H 5.4193 -0.7700 3.4465 0.0 0.2 -0.1 0.144
H 6.8840 0.1417 2.9976 0.3 -0.3 0.4 0.330
H 6.7890 -1.7213 2.9864 0.5 0.3 -0.1 0.278
H 4.7448 2.1520 -0.7442 0.4 -0.2 0.4 0.321
H 3.6290 0.9790 -1.3464 0.0 -0.6 0.2 -0.120
H 5.1975 1.1726 -2.1319 0.0 -0.1 0.0 0.357
C 2.3472 5.3282 -5.8177 -1.0 -0.3 -0.9 -0.694
O 3.0272 4.1070 -5.5482 0.2 0.0 0.3 -0.353
C 2.2707 3.0245 -5.4144 0.1 -0.3 0.1 0.774
O 1.0907 2.9262 -5.6139 -0.5 0.5 -0.2 -0.558
O 3.0371 2.0226 -5.0137 0.4 0.1 -0.2 -0.346
C 2.3867 0.7568 -4.9009 0.6 -0.6 0.5 -0.230
H 2.2539 5.4656 -6.9004 0.6 0.2 0.1 0.282
H 2.9027 6.1234 -5.3392 -0.1 0.1 0.0 0.247
H 1.2941 5.2583 -5.5338 0.3 0.1 0.6 0.332
H 1.5313 0.6488 -5.5609 0.0 0.1 0.0 0.357
H 2.1400 0.6006 -3.8514 -0.4 0.1 -0.1 -0.131
H 3.1508 0.0175 -5.1378 -0.1 0.0 -0.2 0.285
C 1.8787 -4.4521 -4.0173 -0.7 0.8 0.4 -0.262
O 1.7046 -4.8851 -5.3607 0.2 -0.9 0.2 -0.300
C 1.7068 -3.9651 -6.2827 0.0 1.2 -0.7 0.860
O 1.7512 -2.7650 -6.1203 -0.1 0.0 0.3 -0.531
O 1.6671 -4.5415 -7.4800 -0.1 -1.0 -0.1 -0.393
C 1.2508 -3.7459 -8.5806 0.0 0.4 0.0 -0.637
H 2.0143 -5.3273 -3.3950 0.6 -0.1 -0.2 0.313
H 0.9657 -3.9926 -3.6417 -0.2 -0.1 -0.3 -0.146
H 2.6345 -3.6710 -3.9783 0.4 -0.4 0.2 0.382
H 1.2220 -4.3847 -9.4584 0.0 -0.2 0.2 0.222
H 1.9501 -2.9336 -8.7736 -0.1 0.1 0.2 0.281
H 0.2520 -3.3628 -8.3721 0.1 0.2 -0.1 0.293


Entry 3:
43
Properties=species:S:1:pos:R:3:forces:R:3:mulliken_charge:R:1 method="wB97M-V/def2-TZVPD" e_lumo_ev=0.35 smiles="CCN(Cc1cc(=O)n2ccsc2n1)Cc1nc2ccccc2c(=O)[nH]1" gap_ev=8.558 total_energy_ev=-41324.26831
C -0.0698 5.1912 -2.2820 0.0 -0.2 0.3 -1.096
C -0.1594 4.5396 -0.8994 0.0 0.3 -0.1 -0.749
N -0.1323 3.0887 -0.8821 -0.1 -0.1 0.0 0.157
C 1.1263 2.5132 -1.3399 0.0 -0.1 -0.1 -1.010
C 1.3640 1.1828 -0.6755 0.3 -0.6 -0.1 1.180
C 1.3045 -0.0036 -1.3512 0.1 0.3 -0.1 -0.747
C 1.4190 -1.2610 -0.6784 0.1 -0.1 0.0 0.063
O 1.3534 -2.3773 -1.1480 0.0 -0.1 0.0 -0.669
N 1.6209 -1.1000 0.7228 0.0 0.5 -0.2 0.221
C 1.7148 -2.1349 1.6224 0.1 -0.6 0.6 -0.806
C 1.9076 -1.7223 2.8821 0.0 0.2 -0.3 -0.159
S 1.9768 0.0089 2.9985 0.1 -0.1 -0.1 -0.179
C 1.7154 0.1337 1.2912 0.1 0.2 0.0 0.299
N 1.6039 1.2562 0.6543 0.1 0.5 0.4 -0.548
C -1.2865 2.4672 -1.5043 0.1 0.1 0.0 -0.656
C -1.4909 1.0825 -0.9571 -0.3 -0.2 -0.1 -0.023
N -1.7846 0.1158 -1.7434 -0.1 0.5 -0.5 -0.618
C -1.8754 -1.1467 -1.2106 0.0 -0.3 0.6 0.443
C -2.1450 -2.2228 -2.0611 0.0 -0.1 0.1 -0.256
C -2.1702 -3.5043 -1.5627 0.0 0.1 -0.1 -0.414
C -1.9341 -3.7484 -0.2105 0.0 0.0 0.2 -0.704
C -1.6743 -2.7023 0.6435 0.0 0.0 0.1 -0.791
C -1.6461 -1.3942 0.1562 -0.1 -0.2 -0.4 0.413
C -1.3253 -0.2787 1.0377 -0.1 0.2 0.1 0.072
O -1.0415 -0.3571 2.2186 -0.1 0.0 0.1 -0.668
N -1.3309 0.9466 0.3910 -0.2 0.0 0.1 0.101
H -0.9057 4.8878 -2.9080 -0.1 0.0 -0.1 0.287
H 0.8567 4.9153 -2.7795 0.1 0.0 -0.1 0.287
H -0.0942 6.2726 -2.1779 0.0 0.1 0.0 0.446
H -1.0876 4.8527 -0.4120 0.1 0.0 0.0 0.442
H 0.6721 4.8834 -0.2788 -0.1 0.0 0.0 0.460
H 1.9301 3.1856 -1.0344 0.0 0.0 -0.1 0.646
H 1.1526 2.3848 -2.4328 0.0 0.1 0.1 0.298
H 1.1207 -0.0398 -2.4123 -0.1 0.0 -0.1 0.329
H 1.6247 -3.1385 1.2492 0.0 -0.1 0.0 0.442
H 2.0072 -2.3217 3.7629 0.0 -0.2 0.1 0.506
H -2.1716 3.0659 -1.2672 0.0 0.0 0.0 0.500
H -1.2089 2.3827 -2.5992 -0.1 0.0 0.1 0.274
H -2.3120 -2.0187 -3.1065 0.0 0.0 -0.1 0.484
H -2.3654 -4.3338 -2.2260 0.0 -0.1 -0.1 0.395
H -1.9494 -4.7613 0.1627 0.0 -0.1 0.0 0.416
H -1.4840 -2.8600 1.6952 0.0 0.0 0.1 0.533
H -1.0263 1.7615 0.9156 0.1 -0.2 -0.1 0.399


Entry 4:
26
Properties=species:S:1:pos:R:3:forces:R:3:mulliken_charge:R:1 method="wB97M-V/def2-TZVPD" e_lumo_ev=3.33 charge=-3 gap_ev=3.855 total_energy_ev=-84390.76717
Zn 0.1770 -0.2702 -0.2194 0.9 0.1 0.2 1.598
O -0.1709 3.7252 3.4066 -2.8 5.2 1.2 -0.479
C 0.2792 2.6387 2.9578 1.2 -5.3 -3.7 0.732
O -0.1563 2.1167 1.9170 -1.6 -0.2 -2.0 -0.700
O 1.1982 2.1838 3.6094 3.1 -1.5 2.3 -0.765
H 0.5450 3.7300 4.0462 0.2 1.3 1.5 0.313
O -1.6093 2.2592 -5.0048 1.6 -2.2 -3.7 -0.580
C -1.8070 2.1372 -3.7221 1.9 -4.5 4.9 0.723
O -1.4335 1.1598 -3.0512 0.3 -0.6 -0.1 -0.744
O -2.3661 3.1586 -3.3185 -2.0 2.8 2.4 -0.764
H -2.0827 3.0287 -4.6800 -1.6 4.4 -3.4 0.395
O -4.2987 -1.5705 -1.5568 0.0 0.2 0.1 -0.511
C -3.8262 -1.8706 -0.3184 -1.8 -2.1 1.9 0.586
O -2.6570 -1.5012 -0.1162 3.2 1.2 0.4 -0.692
O -4.5174 -2.4805 0.4748 -1.2 -0.7 0.7 -0.730
H -3.4647 -1.0951 -1.5473 0.8 1.7 -3.1 0.403
O 4.3552 -1.3246 -2.0818 1.9 -0.3 -1.8 -0.446
C 3.1636 -0.8587 -1.8434 -2.4 2.5 5.4 0.835
O 2.1887 -1.4788 -2.1765 -3.2 -3.1 -3.2 -0.715
O 3.0138 0.0442 -0.9969 0.5 2.5 1.3 -0.738
H 3.9725 -1.8905 -2.7562 1.3 -1.5 -0.8 0.293
O 2.2450 -2.0399 4.3493 -0.1 1.0 0.7 -0.511
C 1.9004 -2.6707 3.2135 1.1 -3.9 -0.9 0.616
O 1.3015 -2.0042 2.3829 -1.8 2.6 -2.1 -0.680
O 2.2299 -3.8448 3.0897 0.6 -1.8 0.3 -0.787
H 1.8199 -1.2817 3.9419 0.0 2.3 1.4 0.352


Entry 5:
12
Properties=species:S:1:pos:R:3:forces:R:3:mulliken_spin:R:1 method="wB97M-V/def2-TZVPD" spin_multiplicity=3 e_lumo_ev="-9.77 / -15.19" charge=+2 s_squared=2.0160 gap_ev="6.563 / 6.903" total_energy_ev=-6633.88840
C -1.2348 -0.3366 0.0152 1.3 -1.7 0.2 0.067
C 1.2989 -0.3348 0.1359 -8.8 -4.6 1.4 0.505
N -2.4286 0.1928 -0.0669 0.0 -0.1 -0.3 0.434
N 2.4164 0.2274 -0.0833 6.0 5.2 -0.6 0.607
N -0.0475 0.3405 0.1475 2.0 -3.2 -0.7 0.472
H -1.2401 -1.4478 -0.0032 0.6 0.9 -0.1 -0.002
H 1.2706 -1.5004 0.0589 -0.4 2.5 0.2 0.000
H -3.1919 -0.4474 -0.3091 -0.1 0.2 0.3 -0.015
H -2.6120 1.1728 -0.1349 -0.3 1.0 0.1 -0.013
H 3.1643 -0.4802 -0.0322 0.3 0.9 -0.3 -0.018
H 2.7025 1.2955 -0.0088 -0.7 -2.8 -0.2 -0.018
H -0.0976 1.3181 0.2808 0.1 1.8 0.1 -0.021


Energy above the lowest of the compared OMol25 structures with the same formula, charge and spin (kcal per mole)
78.20; 22.75; 0.00; 252.03; 6.96